No. 1
{
  "formula": "C18H15N3O2S",
  "method": "ωB97M-V with the def2-TZVPD basis set",
  "charge": 0,
  "homo_lumo_gap_ev": 7.35,
  "smiles": "Cc1ccc2nc3sc(C(=O)NCc4ccco4)c(N)c3cc2c1",
  "e_lumo_ev": -0.307,
  "symbols": ["C", "C", "C", "C", "C", "N", "C", "S", "C", "C", "O", "N", "C", "C", "C", "C", "C", "O", "C", "N", "C", "C", "C", "C", "H", "H", "H", "H", "H", "H", "H", "H", "H", "H", "H", "H", "H", "H", "H"],
  "xyz": [[-0.46286, 7.24288, 2.44679], [-0.26773, 6.00188, 1.63245], [0.36651, 6.09881, 0.37298], [0.57013, 5.00063, -0.40895], [0.14689, 3.72669, 0.02689], [0.36576, 2.66666, -0.76896], [-0.03544, 1.50317, -0.34583], [0.18117, 0.04254, -1.26079], [-0.61803, -0.90226, 0.00296], [-0.87510, -2.32805, -0.11237], [-1.46087, -2.95290, 0.76886], [-0.47379, -2.90923, -1.26888], [-0.58353, -4.33011, -1.49965], [0.75616, -4.99705, -1.53331], [1.90359, -4.68717, -2.20454], [2.85519, -5.66933, -1.83530], [2.21460, -6.50011, -0.97100], [0.94699, -6.09908, -0.78082], [-1.01233, -0.13350, 1.07604], [-1.57498, -0.64395, 2.19605], [-0.69091, 1.25843, 0.89821], [-0.91501, 2.34050, 1.71918], [-0.49673, 3.61310, 1.29664], [-0.68641, 4.77601, 2.07327], [0.49821, 7.71024, 2.65788], [-1.06778, 7.96322, 1.89729], [-0.95652, 7.01997, 3.38900], [0.69267, 7.07194, 0.03459], [1.05379, 5.06850, -1.37044], [0.05379, -2.36374, -1.93154], [-1.11873, -4.50303, -2.44226], [-1.16780, -4.74405, -0.67336], [2.05708, -3.86755, -2.87673], [3.86950, -5.74096, -2.17004], [2.53615, -7.37700, -0.44550], [-2.10231, -0.03737, 2.79858], [-1.83730, -1.62156, 2.12125], [-1.40118, 2.22701, 2.67909], [-1.17392, 4.67727, 3.03381]],
  "forces_ev_per_a": [[0.0, 0.0, 0.0], [-0.2, -0.3, 0.3], [0.1, -0.2, -0.3], [0.0, 0.3, 0.1], [-0.3, 0.0, 0.6], [0.2, -0.3, -0.5], [-0.1, 0.0, 0.2], [0.0, -0.1, 0.0], [0.0, 0.8, 0.2], [-0.1, 0.2, -0.1], [0.0, -0.2, 0.2], [0.1, 0.0, -0.3], [0.0, -0.3, 0.1], [0.3, 0.6, -0.5], [-0.6, -0.1, 0.3], [-0.1, -0.4, 0.4], [0.8, 0.0, -0.4], [-0.5, -0.1, 0.2], [0.2, -0.7, -0.4], [-0.2, 0.0, 0.2], [0.1, 0.6, 0.0], [0.1, -0.3, -0.2], [0.2, -0.1, -0.4], [0.1, 0.3, 0.0], [0.0, 0.1, 0.1], [0.0, 0.1, 0.0], [0.0, 0.0, 0.1], [0.0, 0.1, -0.1], [0.1, 0.0, -0.1], [-0.1, -0.1, 0.1], [0.0, 0.0, 0.2], [0.0, 0.0, -0.2], [0.0, 0.2, -0.1], [0.2, -0.1, 0.0], [-0.1, -0.1, 0.1], [0.0, 0.0, 0.0], [0.0, 0.1, 0.1], [0.0, 0.0, 0.1], [0.0, 0.0, 0.1]],
  "nbo_charge": [-0.625, -0.018, -0.198, -0.199, 0.234, -0.442, 0.094, 0.337, -0.374, 0.655, -0.668, -0.594, -0.275, 0.267, -0.314, -0.311, 0.083, -0.391, 0.236, -0.787, -0.152, -0.103, -0.128, -0.181, 0.220, 0.220, 0.216, 0.213, 0.225, 0.395, 0.211, 0.261, 0.221, 0.228, 0.203, 0.384, 0.440, 0.209, 0.205]
}

---

No. 2
{
  "formula": "C18H15N3O4",
  "method": "ωB97M-V with the def2-TZVPD basis set",
  "charge": 0,
  "homo_lumo_gap_ev": 7.06,
  "smiles": "C#Cc1nc2ccccc2nc1CCN.O=C1C=C(O)C(=O)C=C1O",
  "e_lumo_ev": -1.566,
  "symbols": ["C", "C", "C", "N", "C", "C", "C", "C", "C", "C", "N", "C", "C", "C", "N", "H", "H", "H", "H", "H", "H", "H", "H", "H", "H", "H", "O", "C", "C", "C", "O", "C", "O", "C", "C", "O", "H", "H", "H", "H"],
  "xyz": [[2.77176, -3.02779, 4.18779], [2.28840, -2.38932, 3.12864], [1.68331, -1.98388, 1.67759], [0.25758, -2.16957, 1.52526], [-0.07960, -1.80084, 0.15924], [-1.63134, -1.96111, -0.24824], [-2.20605, -1.65368, -1.69399], [-1.21019, -1.12872, -2.81500], [0.31018, -0.95616, -2.41226], [0.88378, -1.29105, -0.97023], [2.30175, -1.08655, -0.72470], [2.71426, -1.43978, 0.61589], [4.30514, -1.23424, 0.93897], [5.09841, -2.07744, -0.22579], [5.32514, -1.27813, -1.47748], [3.03964, -3.78396, 5.02378], [-2.37131, -2.35756, 0.54273], [-3.30835, -1.79875, -1.99927], [-1.53735, -0.87514, -3.89402], [1.02821, -0.57421, -3.22543], [4.59551, -1.55931, 2.00000], [4.49974, -0.09708, 0.75293], [4.41301, -2.96541, -0.52438], [6.07925, -2.55141, 0.16616], [4.65815, -1.65372, -2.18525], [5.09338, -0.28237, -1.33077], [-3.36823, 5.78367, 0.36268], [-3.41374, 4.56504, 0.31064], [-2.44908, 3.71189, 1.01460], [-2.52057, 2.38218, 0.92050], [-1.62920, 1.57732, 1.57353], [-3.57279, 1.71838, 0.10056], [-3.59799, 0.50085, 0.02175], [-4.55208, 2.57055, -0.58415], [-4.48268, 3.89986, -0.48731], [-5.39042, 4.70453, -1.11822], [-1.68904, 4.20674, 1.60452], [-1.88986, 0.66115, 1.34601], [-5.32149, 2.07516, -1.16175], [-5.12522, 5.61987, -0.89552]],
  "forces_ev_per_a": [[-3.0, 2.6, -5.9], [1.8, -3.9, 3.7], [-0.4, 0.0, 0.8], [5.1, 2.1, -3.8], [-2.2, 0.0, -1.7], [0.6, 0.8, -3.2], [4.1, 0.3, 1.4], [2.8, -0.7, 4.0], [-3.2, -0.9, 0.9], [-0.8, 0.0, 0.0], [-2.5, -1.9, 4.3], [-1.9, 0.3, -1.3], [-1.1, -0.1, -1.4], [-0.6, -0.6, 0.4], [-0.9, -0.6, 0.3], [-0.5, 2.1, -1.9], [1.5, 0.8, -1.4], [2.0, 0.2, 1.0], [0.6, -0.5, 2.1], [-1.1, -0.7, 1.6], [-0.7, 0.6, -1.7], [-0.2, -2.1, 0.6], [1.2, 1.3, 0.7], [-1.5, 1.1, -0.5], [0.8, 0.8, 0.8], [0.1, -0.9, -0.1], [-0.3, -0.4, -0.2], [0.6, 0.3, 0.5], [-0.2, 0.4, -0.1], [1.2, -0.4, 0.9], [-1.3, 0.3, -0.9], [-0.6, -0.4, -0.5], [0.1, 0.4, 0.3], [0.2, -0.3, 0.1], [-1.2, 0.3, -0.9], [1.2, -0.3, 0.9], [0.0, 0.0, 0.0], [0.2, 0.1, 0.0], [0.0, 0.0, 0.0], [-0.1, -0.2, -0.1]],
  "nbo_charge": [-0.236, -0.066, 0.120, -0.339, 0.103, -0.206, -0.210, -0.217, -0.217, 0.123, -0.408, 0.225, -0.461, -0.213, -0.840, 0.281, 0.242, 0.242, 0.239, 0.238, 0.253, 0.230, 0.193, 0.196, 0.368, 0.359, -0.526, 0.471, -0.364, 0.304, -0.635, 0.472, -0.523, -0.363, 0.301, -0.638, 0.247, 0.508, 0.244, 0.504]
}

---

No. 3
{
  "formula": "C18H16AsF5O8P2PdSTe",
  "method": "ωB97M-V with the def2-TZVPD basis set",
  "charge": -2,
  "spin_multiplicity": 3,
  "homo_lumo_gap_ev": [6.65, 4.33],
  "e_lumo_ev": [3.795, 1.561],
  "s2": 2.029,
  "symbols": ["Pd", "S", "C", "C", "C", "C", "C", "C", "As", "C", "C", "C", "C", "C", "C", "C", "C", "C", "C", "C", "C", "H", "H", "H", "H", "H", "H", "H", "H", "H", "H", "H", "H", "H", "H", "O", "P", "O", "O", "O", "P", "O", "O", "O", "H", "H", "F", "Te", "F", "F", "F", "F", "O"],
  "xyz": [[-1.96601, 0.36630, -0.80436], [-2.89165, -1.89186, 0.03223], [-1.50428, -2.79641, 0.49894], [-1.70939, -4.14198, 0.87623], [-0.65293, -4.94098, 1.25334], [0.63503, -4.41073, 1.26681], [0.85007, -3.09049, 0.90401], [-0.19907, -2.26352, 0.51820], [0.16729, -0.40403, -0.07645], [1.56256, -0.83580, -1.34553], [2.91100, -0.80479, -1.01285], [3.86545, -1.16393, -1.95545], [3.47339, -1.54923, -3.22828], [2.12598, -1.56523, -3.56259], [1.16454, -1.20683, -2.62763], [1.06423, 0.23796, 1.51458], [1.94930, 1.30661, 1.46144], [2.50410, 1.80063, 2.63365], [2.18178, 1.23705, 3.85602], [1.29392, 0.17228, 3.91169], [0.73279, -0.32262, 2.74600], [-2.71890, -4.53090, 0.85709], [-0.82379, -5.97232, 1.53395], [1.47370, -5.03048, 1.56080], [1.85861, -2.69208, 0.92150], [3.22236, -0.49066, -0.02283], [4.91686, -1.13151, -1.69463], [4.22007, -1.82048, -3.96561], [1.81800, -1.84066, -4.56356], [0.11159, -1.16566, -2.89109], [2.17039, 1.79239, 0.52202], [3.15152, 2.66564, 2.57606], [2.59113, 1.64938, 4.77060], [1.00804, -0.25265, 4.86610], [0.00529, -1.12107, 2.81202], [-0.66534, 4.02942, -1.85289], [-0.07433, 3.35079, -0.52641], [0.87442, 4.21562, 0.20085], [0.37800, 1.95326, -0.90794], [-1.49517, 3.18407, 0.27560], [-1.96453, 2.38196, 1.58285], [-3.51580, 2.71765, 1.61538], [-1.24968, 2.74747, 2.81183], [-1.90072, 0.88347, 1.17052], [-1.58474, 4.34807, -1.72951], [-3.89579, 2.33896, 0.78067], [-4.12179, 0.79820, -3.51194], [-3.46212, 2.31101, -2.44990], [-5.32098, 2.70824, -2.32804], [-3.39030, 4.16966, -1.64916], [-3.61668, 3.27795, -4.22452], [-1.75413, -0.46263, -2.58009], [-3.80330, 1.25549, -0.81971]],
  "forces_ev_per_a": [[0.3, -0.3, 1.9], [0.0, 0.3, -0.2], [0.0, 0.0, 0.0], [0.0, 0.0, 0.0], [0.0, 0.0, 0.0], [0.0, 0.0, 0.0], [0.0, 0.1, 0.0], [0.1, -0.1, -0.1], [0.3, 0.1, -0.3], [0.0, 0.1, 0.0], [0.0, 0.0, 0.1], [0.0, 0.0, 0.0], [0.0, 0.0, 0.0], [0.0, 0.0, 0.0], [0.0, 0.1, 0.0], [-0.2, -0.1, 0.1], [0.1, 0.1, 0.0], [0.0, 0.0, -0.1], [0.0, 0.0, 0.0], [0.0, 0.0, 0.0], [0.0, 0.0, 0.0], [0.0, 0.0, 0.0], [0.0, 0.0, 0.0], [0.0, 0.0, 0.0], [0.0, 0.0, 0.0], [0.0, 0.0, 0.0], [0.0, 0.0, 0.0], [0.0, 0.0, 0.0], [0.0, 0.0, 0.0], [0.0, 0.0, 0.0], [-0.1, 0.0, 0.0], [0.0, 0.0, 0.0], [0.0, 0.0, 0.0], [0.0, 0.0, 0.0], [0.0, 0.0, 0.0], [0.0, 0.2, 0.3], [-0.3, 0.0, -0.2], [0.1, 0.0, 0.0], [-0.1, -0.5, 0.0], [0.1, 0.1, 0.3], [-0.1, 0.2, -0.3], [-0.1, 0.0, -0.2], [-0.1, -0.1, 0.1], [0.3, -0.3, -0.2], [0.0, -0.1, 0.0], [0.1, 0.0, 0.1], [0.0, 0.1, 0.1], [-0.9, 0.0, -1.4], [0.3, 0.0, 0.0], [0.1, 0.0, 0.1], [-0.1, 0.0, 0.4], [-0.1, 0.1, 0.0], [0.3, 0.0, -0.4]],
  "mulliken_spin": [0.680, 1.008, -0.047, 0.109, -0.060, 0.140, -0.081, 0.123, -0.014, -0.005, 0.002, 0.000, 0.001, -0.001, 0.003, 0.008, 0.001, -0.001, 0.000, 0.000, 0.000, -0.008, -0.002, 0.008, 0.004, 0.000, 0.000, 0.000, 0.000, 0.002, 0.002, 0.000, 0.000, 0.000, -0.002, 0.000, -0.004, 0.004, 0.036, 0.001, -0.013, -0.001, 0.002, 0.007, 0.000, 0.000, 0.004, 0.016, 0.002, 0.006, 0.009, 0.038, 0.023]
}

---

No. 4
{
  "formula": "C18H16AuN2O",
  "method": "ωB97M-V with the def2-TZVPD basis set",
  "charge": 1,
  "homo_lumo_gap_ev": 8.10,
  "e_lumo_ev": -3.465,
  "symbols": ["Au", "N", "C", "O", "C", "C", "H", "H", "H", "H", "H", "H", "C", "C", "C", "C", "C", "C", "C", "C", "C", "C", "C", "C", "C", "C", "C", "N", "H", "H", "H", "H", "H", "H", "H", "H", "H", "H"],
  "xyz": [[0.11806, -1.34534, -0.12111], [3.60143, -2.62759, 1.70778], [2.41425, -2.52699, 1.13307], [2.23171, -1.73327, 0.17980], [1.27114, -3.38769, 1.58294], [-0.00864, -2.56502, 1.54039], [4.36909, -2.07263, 1.36207], [3.77138, -3.28431, 2.44970], [1.44790, -3.83316, 2.56438], [1.21460, -4.20402, 0.85754], [-0.03648, -1.80912, 2.32534], [-0.90721, -3.16972, 1.56298], [-4.10254, -1.99861, -0.30677], [-4.57728, -0.69950, -0.39272], [-3.69048, 0.36282, -0.46308], [-2.31652, 0.14277, -0.42031], [-1.85438, -1.16916, -0.27846], [-2.73354, -2.23648, -0.24230], [-1.32151, 1.21790, -0.58771], [-1.67385, 2.58218, -0.67244], [-0.69535, 3.52112, -0.78544], [0.66172, 3.13386, -0.83278], [1.72218, 4.06191, -0.94709], [3.01294, 3.62673, -1.01525], [3.29566, 2.24412, -0.98135], [2.29267, 1.32357, -0.86754], [0.95169, 1.75485, -0.77988], [-0.05441, 0.83596, -0.65697], [-4.79355, -2.83029, -0.27483], [-5.64145, -0.51055, -0.42210], [-4.08412, 1.36327, -0.57850], [-2.36865, -3.25123, -0.16399], [-2.71042, 2.87909, -0.63810], [-0.94849, 4.57273, -0.84061], [1.48956, 5.11859, -0.98401], [3.82369, 4.33661, -1.10356], [4.32283, 1.91229, -1.05458], [2.50637, 0.26429, -0.85453]],
  "forces_ev_per_a": [[0.0, 0.7, 0.8], [0.0, 0.0, -0.1], [0.0, -0.2, -0.1], [0.0, 0.2, 0.1], [0.0, 0.0, 0.1], [0.0, -0.4, -0.6], [0.0, 0.0, 0.0], [0.0, 0.0, 0.0], [0.0, 0.0, 0.0], [0.0, 0.0, 0.0], [-0.1, -0.1, 0.1], [0.0, 0.0, 0.1], [0.0, 0.0, 0.0], [0.0, 0.0, 0.0], [0.0, 0.0, -0.1], [-0.1, 0.0, -0.2], [0.0, -0.1, 0.2], [0.0, 0.0, 0.0], [0.1, 0.1, 0.1], [0.0, 0.0, 0.1], [0.0, 0.0, 0.0], [0.0, 0.0, 0.0], [0.0, 0.0, 0.0], [0.0, 0.0, 0.0], [0.0, 0.0, 0.0], [0.0, 0.0, 0.0], [0.0, 0.0, -0.1], [0.0, -0.3, -0.5], [0.0, 0.0, 0.0], [0.0, 0.0, 0.0], [0.0, 0.0, 0.0], [0.0, 0.0, 0.0], [0.0, 0.0, 0.0], [0.0, 0.0, 0.0], [0.0, 0.0, 0.0], [0.0, 0.0, 0.0], [0.0, 0.0, 0.0], [0.0, 0.0, 0.0]],
  "nbo_charge": [1.113, -0.745, 0.711, -0.703, -0.538, -0.570, 0.425, 0.421, 0.235, 0.260, 0.221, 0.230, -0.173, -0.201, -0.178, -0.064, -0.167, -0.256, 0.222, -0.247, -0.087, -0.123, -0.156, -0.204, -0.158, -0.253, 0.252, -0.552, 0.231, 0.232, 0.219, 0.224, 0.233, 0.232, 0.226, 0.231, 0.224, 0.233]
}

---

No. 5
{
  "formula": "C18H16BaF6N4O11S2Si",
  "method": "ωB97M-V with the def2-TZVPD basis set",
  "charge": -2,
  "homo_lumo_gap_ev": 5.93,
  "e_lumo_ev": 4.169,
  "symbols": ["Ba", "O", "C", "O", "C", "C", "C", "C", "C", "C", "O", "N", "O", "O", "N", "O", "O", "H", "H", "F", "C", "F", "F", "S", "O", "O", "N", "S", "O", "O", "C", "F", "F", "F", "C", "Si", "C", "C", "N", "C", "C", "C", "C", "C", "C", "H", "H", "H", "H", "H", "H", "H", "H", "H", "H", "H", "H", "H", "H"],
  "xyz": [[0.09807, -0.00638, 0.68433], [2.35544, 0.65844, 1.35886], [2.17654, 1.22128, 0.26495], [1.78561, 0.63619, -0.77312], [2.23238, 2.73234, 0.20598], [3.33884, 3.49334, 0.06358], [3.21942, 4.90584, 0.01850], [1.97615, 5.49652, 0.10676], [0.82867, 4.73310, 0.24846], [0.89307, 3.28610, 0.32550], [-0.08336, 2.52082, 0.47119], [-0.42529, 5.44050, 0.27483], [-1.46471, 4.82111, 0.40764], [-0.40238, 6.67378, 0.19027], [4.37864, 5.71498, -0.14039], [5.47082, 5.16302, -0.25465], [4.25993, 6.93939, -0.15454], [4.31917, 3.04585, -0.02367], [1.88465, 6.56912, 0.05725], [-4.80579, 1.47642, 2.12371], [-4.18805, 1.13874, 0.98915], [-4.16859, 2.19148, 0.18058], [-4.89042, 0.16164, 0.39979], [-2.50392, 0.45174, 1.33560], [-1.93581, 0.30350, 0.03121], [-2.78164, -0.75637, 2.05286], [-1.91075, 1.59442, 2.22205], [-0.72329, 1.13665, 3.12377], [-0.18625, -0.14295, 2.75164], [0.15326, 2.17425, 3.53167], [-1.62931, 0.65467, 4.71927], [-2.92768, 0.97453, 4.66081], [-1.53116, -0.65562, 4.94156], [-1.10733, 1.28713, 5.77932], [-2.05386, -2.28977, -1.86236], [-1.09170, -3.62387, -0.92449], [-0.64538, -4.92952, -2.26084], [-2.36740, -4.44240, 0.24006], [0.26027, -2.92571, -0.17674], [1.21028, -3.60538, 0.51318], [1.16800, -4.99382, 0.81623], [2.15297, -5.60899, 1.56984], [3.24684, -4.89767, 2.04718], [3.33528, -3.54085, 1.73565], [2.35879, -2.91821, 0.98653], [-2.54528, -2.68368, -2.75483], [-1.37644, -1.48743, -2.16352], [-2.82316, -1.85213, -1.22154], [-1.53183, -5.34028, -2.75471], [-0.07034, -5.76342, -1.85085], [-0.02499, -4.45070, -3.02400], [-3.28093, -4.73212, -0.28869], [-2.63979, -3.71091, 1.00710], [-1.97844, -5.32609, 0.75057], [0.32825, -5.58303, 0.46514], [2.06232, -6.66808, 1.79630], [4.00809, -5.38304, 2.64706], [4.18741, -2.96607, 2.08387], [2.42961, -1.86649, 0.73734]],
  "forces_ev_per_a": [[4.5, -5.9, -6.8], [1.1, 0.5, 0.6], [2.8, 1.5, -0.8], [1.5, 0.6, -1.1], [-0.3, -0.1, 0.1], [0.2, 0.1, 0.0], [-0.5, -0.4, 0.0], [0.1, 0.2, 0.0], [0.4, -0.4, -0.1], [0.0, 0.7, -0.1], [0.3, 0.7, -0.2], [-0.4, 0.4, 0.3], [0.2, 0.0, -0.1], [0.1, -0.2, -0.1], [0.4, 0.4, 0.0], [-0.1, 0.0, 0.0], [0.0, -0.1, 0.0], [0.0, 0.0, 0.0], [0.0, 0.0, 0.0], [0.1, 0.0, -0.1], [0.0, 0.1, 0.0], [0.1, -0.1, 0.1], [0.1, 0.1, 0.0], [-4.9, 0.3, 0.8], [-4.9, 1.0, -2.3], [0.1, -0.3, 0.0], [0.4, 0.0, -0.6], [-1.1, 1.0, 4.5], [0.1, -0.6, 6.3], [0.0, 0.3, -0.4], [-0.1, 0.0, 0.1], [0.1, 0.0, 0.0], [0.0, 0.1, 0.0], [0.0, 0.0, -0.1], [0.1, 0.0, 0.3], [0.1, -0.3, -0.2], [0.0, 0.1, 0.2], [0.1, 0.1, -0.1], [-0.4, 0.1, 0.0], [-0.1, 0.0, -0.1], [0.0, 0.0, 0.1], [0.0, 0.0, 0.0], [0.1, 0.0, 0.1], [0.0, 0.0, 0.0], [-0.1, 0.0, 0.0], [0.0, -0.1, 0.0], [0.0, 0.0, -0.1], [0.0, 0.0, 0.0], [0.0, 0.0, 0.0], [0.0, 0.0, 0.0], [0.0, 0.0, 0.0], [0.0, 0.0, -0.1], [0.0, 0.0, 0.0], [0.0, 0.0, 0.0], [0.0, 0.0, 0.0], [0.0, 0.0, 0.0], [0.0, 0.0, 0.0], [0.0, 0.0, 0.0], [0.2, 0.0, 0.1]],
  "lowdin_charge": [2.337, -0.125, -0.823, -0.201, -0.051, 0.061, -0.169, 0.066, -0.054, -0.291, -0.161, -0.354, 0.079, 0.004, -0.377, 0.023, 0.018, 0.128, 0.120, 0.137, -0.655, 0.158, 0.131, 0.506, -0.586, -0.248, -0.274, 0.552, -0.637, -0.210, -0.627, 0.120, 0.137, 0.121, -0.182, 0.357, -0.195, -0.184, -0.145, -0.413, -0.077, -0.146, -0.165, -0.125, -0.062, 0.017, 0.020, 0.008, 0.008, 0.002, 0.016, 0.013, 0.014, 0.005, 0.066, 0.082, 0.070, 0.091, 0.067]
}

---

Calculated largest force on an atom (hartree/bohr), listed in the same order as above: 0.018 0.138 0.038 0.021 0.194
Calculated ΔE to the lowest compared entry with this formula, charge and spin (kJ/mol), listed in the same order as above: 0.0 1189.0 235.3 60.6 437.1